1.
Molecular formula: C30H45F15O30S5
Method: DFT, ωB97M-V with the def2-TZVPD basis set

Each line ends with the Mulliken charge.
Atoms and positions in Å:
1 C 3.653914 0.206638 7.621832  -1.06
2 C 3.622234 0.601918 9.071392  -0.25
3 O 2.916724 -0.434592 9.900652  -0.33
4 C 3.417964 -1.660342 10.158712  0.36
5 O 4.566284 -2.014382 9.923652  -0.53
6 C 2.429444 -2.540722 10.860372  0.91
7 F 2.867944 -3.817262 10.912542  -0.23
8 F 2.241134 -2.128932 12.135612  -0.25
9 F 1.225954 -2.497982 10.234442  -0.24
10 H 2.712014 -0.123022 7.183362  0.30
11 H 4.420204 -0.561472 7.517432  0.30
12 H 3.967464 1.105508 7.090962  0.37
13 H 3.114114 1.561868 9.163172  0.34
14 H 4.598674 0.841048 9.492682  0.30
15 C 7.447024 -1.113002 -5.136068  -1.07
16 C 6.484954 -0.760082 -4.070968  -0.16
17 O 6.029184 0.550678 -4.211698  -0.28
18 C 5.065574 0.897468 -5.074798  0.34
19 O 4.309304 0.132808 -5.702468  -0.56
20 C 4.833934 2.401068 -5.091108  0.92
21 F 5.385804 2.901798 -6.142058  -0.25
22 F 3.532764 2.570638 -5.123028  -0.24
23 F 5.356434 2.995398 -4.048618  -0.24
24 H 6.828864 -1.058432 -6.032168  0.29
25 H 7.823204 -2.133622 -5.065798  0.36
26 H 8.339924 -0.496062 -5.237108  0.29
27 H 6.948634 -0.752112 -3.084548  0.29
28 H 5.721574 -1.531802 -3.971988  0.31
29 C -1.019286 5.873438 6.267162  -1.04
30 C -2.471036 5.956998 6.536332  -0.19
31 O -3.003496 7.283978 6.389702  -0.26
32 C -3.611326 7.706728 5.248432  0.42
33 O -3.690766 7.035288 4.233762  -0.54
34 C -4.258306 9.151988 5.457492  0.82
35 F -4.289226 9.607428 6.718082  -0.24
36 F -3.594796 10.043698 4.796082  -0.23
37 F -5.527116 9.067938 5.008252  -0.24
38 H -0.718966 6.270218 5.297382  0.25
39 H -0.535046 4.904188 6.386192  0.36
40 H -0.572976 6.521528 7.021402  0.29
41 H -2.688466 5.781258 7.589872  0.26
42 H -2.932606 5.152028 5.964432  0.33
43 C -8.198706 4.913668 -7.531918  -1.09
44 C -8.840856 4.520388 -6.301368  -0.24
45 O -7.779166 4.015808 -5.457458  -0.22
46 C -7.864646 3.749398 -4.112608  0.33
47 O -8.812866 3.991368 -3.372928  -0.53
48 C -6.450366 3.351708 -3.546628  0.90
49 F -5.482786 3.854758 -4.300228  -0.25
50 F -6.331086 3.793528 -2.296398  -0.24
51 F -6.282456 2.074118 -3.577538  -0.25
52 H -7.587346 5.778458 -7.274098  0.29
53 H -8.846506 5.339908 -8.297928  0.39
54 H -7.640006 4.059638 -7.914778  0.28
55 H -9.575656 3.719188 -6.380478  0.30
56 H -9.313126 5.290858 -5.691908  0.32
57 C 0.129884 -2.339682 -1.722218  -1.12
58 C -0.485186 -0.994452 -2.178558  -0.19
59 O -0.332726 0.064828 -1.245568  -0.27
60 C -1.088476 0.099388 -0.043658  0.33
61 O -1.628606 -0.873802 0.455862  -0.50
62 C -0.839936 1.436668 0.749432  0.85
63 F -0.684506 2.513208 -0.085338  -0.22
64 F -1.806666 1.591708 1.644132  -0.20
65 F 0.384724 1.236268 1.392542  -0.25
66 H -0.212856 -2.717472 -0.758938  0.30
67 H 1.214334 -2.263892 -1.642678  0.32
68 H 0.102434 -3.136652 -2.465308  0.37
69 H -1.539166 -1.219052 -2.342178  0.29
70 H -0.013276 -0.645622 -3.097098  0.31
71 O 1.837164 -4.882602 3.831622  -0.53
72 S 1.194404 -5.565462 4.966562  1.12
73 O -0.217226 -5.378002 5.271822  -0.51
74 O 1.552724 -7.086592 4.748332  -0.33
75 C 2.910714 -7.358042 5.080822  -0.46
76 C 3.188274 -6.637682 6.352802  -0.15
77 O 2.201554 -5.571142 6.355662  -0.30
78 H 3.046524 -8.436992 5.155132  0.28
79 H 3.400134 -6.893302 4.224902  0.33
80 H 4.221644 -6.298542 6.425182  0.27
81 H 2.915274 -7.275642 7.193392  0.28
82 O -1.674736 11.981128 0.776982  -0.51
83 S -0.243756 11.748808 0.589542  1.09
84 O 0.663574 12.860078 0.264452  -0.52
85 O 0.444824 10.897658 1.870192  -0.33
86 C 0.804454 9.620668 1.459842  -0.19
87 C 0.029034 9.318928 0.183202  -0.32
88 O -0.049166 10.531858 -0.435578  -0.29
89 H 1.885314 9.545588 1.340702  0.28
90 H 0.474824 8.946068 2.250012  0.22
91 H -0.990806 8.986678 0.377212  0.30
92 H 0.538474 8.609658 -0.469108  0.28
93 O -2.038306 -4.630352 -9.844208  -0.51
94 S -0.885356 -5.451012 -9.584568  1.08
95 O -0.979276 -6.895882 -9.963698  -0.53
96 O 0.433864 -4.847222 -10.319718  -0.32
97 C 1.172404 -3.998482 -9.472258  -0.28
98 C 0.842234 -4.321762 -8.040768  -0.18
99 O -0.338396 -5.173862 -8.020168  -0.31
100 H 2.224544 -4.200782 -9.672708  0.26
101 H 0.924284 -2.979922 -9.770728  0.28
102 H 0.700194 -3.379482 -7.511578  0.26
103 H 1.667974 -4.806112 -7.519558  0.26
104 O 6.713784 -6.290102 -0.713628  -0.50
105 S 6.066694 -7.589742 -0.949128  1.09
106 O 5.946684 -8.570172 0.161032  -0.52
107 O 4.633264 -7.263712 -1.739048  -0.31
108 C 4.504084 -7.821502 -3.026158  -0.16
109 C 5.552894 -8.983132 -2.976658  -0.29
110 O 6.602824 -8.392302 -2.272788  -0.31
111 H 3.459754 -8.107752 -3.150888  0.26
112 H 4.747504 -6.967332 -3.658018  0.22
113 H 5.971934 -9.125582 -3.972748  0.24
114 H 5.421274 -9.955832 -2.502708  0.28
115 O -4.399766 -5.095932 -2.387238  -0.47
116 S -5.533766 -5.143952 -1.438038  1.05
117 O -6.508356 -6.253222 -1.478238  -0.52
118 O -4.973156 -4.922182 0.123342  -0.30
119 C -5.992936 -4.262412 0.872322  -0.37
120 C -6.600236 -3.211642 0.051922  -0.17
121 O -6.432176 -3.682442 -1.322158  -0.35
122 H -6.841486 -4.879242 1.168302  0.27
123 H -5.621386 -3.865952 1.817232  0.35
124 H -6.067266 -2.277802 0.230742  0.24
125 H -7.649716 -3.020202 0.275622  0.27

Force components x, y, z for each atom (eV/Å):
0.9 -0.1 0.1
-0.4 -0.5 0.5
-0.2 0.1 0.0
3.5 1.9 -1.5
-2.2 0.4 0.4
-1.4 -1.0 0.8
-0.5 1.0 -0.2
0.1 -0.1 -0.6
0.8 -0.3 0.4
-0.1 0.0 0.4
-0.1 -0.1 -0.4
0.1 -0.1 -0.3
-0.8 -0.5 0.5
0.2 -0.7 -0.1
0.2 -0.5 -1.3
0.8 -1.3 1.9
-1.1 1.8 -1.0
-1.8 -3.6 -0.4
2.6 2.0 1.6
-0.1 -1.6 0.7
0.8 1.1 -2.2
-1.0 0.8 0.0
0.1 0.7 1.2
0.5 0.0 -0.5
-0.3 -0.1 0.2
-0.3 0.4 0.2
0.2 0.1 0.0
-0.5 0.4 -0.4
1.6 1.3 0.5
-0.8 -1.2 0.2
-0.7 1.1 -1.1
0.5 -2.0 0.0
-0.1 1.8 1.7
-0.6 -1.4 0.6
-0.1 -0.8 0.0
0.8 0.9 -1.5
0.5 0.2 0.1
-0.3 -0.1 -0.1
-0.6 -0.2 0.0
0.5 0.1 -0.1
0.2 -0.3 -0.1
-0.9 0.6 -0.3
0.7 1.3 -1.3
-1.7 -1.0 3.0
1.2 -1.3 1.9
-1.9 2.4 -0.2
1.9 -1.0 -1.8
-1.0 1.4 -0.7
0.5 0.8 -0.1
0.0 0.0 -0.1
-0.1 -2.5 0.4
0.7 -0.3 -0.2
-0.4 -0.5 0.1
0.2 0.4 -0.2
0.0 -0.1 -0.3
-0.2 0.4 -0.5
1.3 0.3 0.0
-0.3 -2.1 0.3
-1.5 1.4 2.6
1.3 -2.8 -1.1
0.6 2.5 -1.2
1.6 -0.8 -1.0
-0.6 -1.2 1.5
0.7 0.6 -0.5
-1.8 0.6 -0.6
-0.4 0.2 -0.2
0.2 0.5 0.4
-0.9 0.1 -0.2
-0.2 0.5 -0.1
-0.1 0.1 0.1
-1.4 -0.4 2.7
1.6 -0.2 -0.6
3.0 -0.3 -0.2
-2.0 -1.2 0.1
0.1 0.1 -1.7
-1.3 0.2 0.4
-0.9 1.5 -0.9
0.0 0.2 -0.3
1.0 -0.5 0.2
-0.3 0.4 0.0
0.2 0.2 0.2
2.8 -0.5 0.0
0.5 1.5 0.5
-2.2 -2.6 0.6
-1.4 2.3 -1.1
0.0 -1.7 0.5
0.0 -1.5 1.0
0.1 2.9 -1.6
0.0 0.1 -0.2
0.2 -0.2 0.0
0.0 -0.4 0.2
0.0 0.1 0.1
1.3 -0.5 0.6
-0.3 -2.6 -1.0
0.6 4.2 1.7
-1.2 -1.3 0.3
0.6 0.5 -0.9
-0.2 0.0 0.8
0.0 0.1 -1.7
0.0 0.2 -0.1
0.1 0.1 0.3
-0.7 -0.2 0.2
-0.2 -0.5 -0.2
-1.1 -3.2 -0.7
-0.6 -0.1 0.5
0.0 2.7 -2.9
0.5 0.3 3.0
0.3 -0.9 0.8
0.1 0.6 -1.6
1.9 1.6 2.0
0.2 -0.2 -0.1
0.3 -0.7 -0.8
-0.2 -0.3 -0.1
-1.3 0.1 -0.1
-3.1 0.3 2.6
-0.6 0.2 0.7
2.4 2.6 0.0
-0.4 -0.5 -1.3
-0.8 -1.1 1.7
0.6 1.0 -1.5
0.8 -1.1 -0.6
0.5 -1.1 -0.1
0.7 -0.1 -0.3
0.1 0.2 -0.8
0.0 -0.4 -0.3

ΔE to the lowest compared entry with this formula, charge and spin, kcal per mole: 151.90
SMILES: CCOC(=O)C(F)(F)F.CCOC(=O)C(F)(F)F.CCOC(=O)C(F)(F)F.CCOC(=O)C(F)(F)F.CCOC(=O)C(F)(F)F.O=S1(=O)OCCO1.O=S1(=O)OCCO1.O=S1(=O)OCCO1.O=S1(=O)OCCO1.O=S1(=O)OCCO1
Charge: 0
HOMO level, eV: -11.1
Strongest force on any atom, eV/A: 4.56
Frontier orbital gap, eV: 10.9
LUMO energy, eV: -0.2



2.
Molecular formula: C30H45F5P2V
Method: DFT, ωB97M-V with the def2-TZVPD basis set

Each line ends with the Mulliken charge.
Atoms and positions in Å:
1 V -0.864693 -0.168314 -1.868533  -1.09
2 C -1.918130 1.539371 -0.070885  0.54
3 C -2.641606 0.826908 -1.109384  1.52
4 C -2.010109 -0.662151 0.572291  0.75
5 C -1.572559 0.628557 0.955422  -0.13
6 C -2.703599 -0.570715 -0.686979  0.20
7 C -1.883788 3.029624 0.004696  -1.45
8 H -1.466583 3.504276 -0.898407  0.27
9 H -1.308708 3.396364 0.867999  0.32
10 H -2.909244 3.418123 0.104651  0.38
11 C -1.129076 0.948041 2.340649  -0.39
12 H -0.814178 1.987302 2.454706  0.36
13 H -0.297606 0.294487 2.714820  -0.69
14 H -1.954005 0.768125 3.047615  0.50
15 C -2.092278 -1.820112 1.499009  -0.57
16 H -2.964430 -1.747856 2.167477  0.47
17 H -1.222353 -1.848650 2.159134  -0.68
18 H -2.170836 -2.768437 0.953328  0.42
19 C -3.541907 -1.653054 -1.276479  -1.44
20 H -4.245677 -1.260351 -2.021601  0.28
21 H -4.124278 -2.152196 -0.490202  0.50
22 H -2.940902 -2.430828 -1.764835  0.15
23 C -3.531483 1.472453 -2.119031  -1.49
24 H -4.411258 1.896272 -1.607858  0.36
25 H -3.875480 0.757245 -2.869657  0.37
26 H -3.019167 2.281559 -2.654145  0.27
27 C 0.927124 0.620616 -2.263306  1.44
28 C -0.194759 1.519870 -2.558217  0.82
29 C -0.640738 1.760757 -3.980405  -1.58
30 C -1.487940 0.608265 -4.577831  -1.26
31 C -1.654573 -0.554334 -3.639702  0.06
32 C -0.516916 -1.417283 -3.315781  -0.15
33 C 0.823810 -1.223999 -4.007312  -1.86
34 C 1.651453 -0.052782 -3.394790  -1.47
35 H 0.221454 1.965572 -4.640791  0.43
36 H -1.046853 0.295904 -5.535790  0.47
37 H -1.242172 2.681954 -4.003744  0.49
38 H 1.917151 0.669922 -4.189293  0.55
39 H 1.558576 0.880068 -1.408002  -1.76
40 H -0.248853 2.405158 -1.926976  0.56
41 H 2.619271 -0.449380 -3.049612  0.58
42 H 1.400331 -2.162759 -3.944574  0.47
43 H -0.711772 -2.452555 -3.033087  0.87
44 H 0.701214 -1.050228 -5.092487  0.41
45 H -2.472377 1.003155 -4.887021  0.41
46 H -2.613317 -1.060931 -3.763353  0.63
47 P 1.772649 2.295075 0.773482  1.67
48 C 1.706222 3.179763 2.365284  -1.44
49 H 2.656330 3.699170 2.533382  0.50
50 H 1.525291 2.463637 3.177197  0.17
51 H 0.878247 3.903034 2.329488  0.38
52 C 3.334612 1.340976 0.823113  -1.44
53 H 4.072366 1.861864 1.445888  0.52
54 H 3.721410 1.219299 -0.198024  0.46
55 H 3.143618 0.341907 1.242889  0.02
56 C 2.225994 3.636030 -0.393220  -1.44
57 H 2.443485 3.205436 -1.384616  0.34
58 H 3.111275 4.170921 -0.019994  0.47
59 H 1.380908 4.337163 -0.485076  0.34
60 P 0.839932 -2.158323 -0.311392  1.33
61 C 0.002938 -3.783419 -0.556937  -1.69
62 H 0.742203 -4.545526 -0.843763  0.49
63 H -0.743941 -3.690850 -1.358981  0.31
64 H -0.500323 -4.095849 0.368824  0.43
65 C 2.460657 -2.490055 -1.103571  -1.27
66 H 2.370011 -2.434131 -2.197415  0.30
67 H 2.823062 -3.494476 -0.829071  0.55
68 H 3.200849 -1.745195 -0.770382  0.23
69 C 1.301584 -2.304786 1.468510  -0.96
70 H 2.303952 -2.737568 1.574037  0.57
71 H 0.601000 -2.932909 2.032798  0.51
72 H 1.306182 -1.313761 1.933187  -0.27
73 F -1.313899 -1.810497 4.574048  -0.26
74 C -0.089419 -1.337826 4.942128  0.26
75 C 0.591991 -0.442207 4.155569  0.28
76 C 1.852637 -0.096147 4.561441  0.11
77 F 2.653582 0.681500 3.766791  -0.28
78 C 2.429848 -0.548899 5.758823  -0.03
79 F 3.658929 -0.137191 6.128058  -0.23
80 C 1.716259 -1.437001 6.558841  0.75
81 F 2.241910 -1.888222 7.718598  -0.26
82 C 0.454630 -1.840983 6.146002  -0.03
83 F -0.253167 -2.722989 6.882358  -0.24

Force components x, y, z for each atom (eV/Å):
-1.1 -0.2 4.3
-0.2 -0.6 0.3
-0.7 -0.7 1.4
-1.6 -0.4 -1.9
-0.1 1.7 -0.6
0.4 0.7 1.2
0.2 0.4 0.1
-0.1 -0.2 0.3
-0.2 -0.2 -0.3
0.2 -0.1 0.0
0.4 -0.1 -0.3
-0.1 -0.1 -0.1
-0.8 0.7 -0.7
0.0 0.0 -0.2
0.4 -0.5 0.0
0.1 0.2 -0.3
-0.1 -0.1 -0.1
0.0 0.2 0.2
-0.3 -0.5 -0.2
0.2 -0.1 0.2
0.1 0.1 -0.2
-0.2 0.0 0.0
0.1 0.1 -0.2
0.2 -0.1 -0.2
0.0 0.1 0.2
-0.2 -0.1 0.2
1.2 2.1 -0.4
2.1 0.6 -0.3
-0.1 0.4 -0.7
-0.1 0.6 -0.8
0.3 -1.7 -1.1
-0.3 -0.8 -2.3
0.4 -0.2 -0.3
0.6 -0.5 -0.3
-0.2 -0.1 0.3
0.1 -0.2 0.2
0.2 -0.2 0.1
-0.2 -0.1 0.3
-0.4 -0.1 -0.1
0.0 -0.3 0.2
-0.3 0.2 0.0
-0.3 0.4 0.0
-0.3 0.2 -0.1
-0.2 -0.1 0.4
0.3 -0.2 0.4
0.1 0.1 0.5
-1.0 -0.5 -0.7
0.3 0.1 0.1
-0.2 0.1 0.2
0.0 0.4 -0.3
0.3 -0.2 0.1
0.2 0.0 0.3
0.1 -0.2 -0.2
-0.1 0.1 0.3
0.1 0.3 -0.1
0.2 0.2 0.1
-0.1 0.2 0.4
-0.2 0.0 -0.3
0.3 -0.2 0.0
-0.4 -0.1 -0.3
-0.1 -0.1 -0.2
-0.3 0.1 0.1
0.2 -0.2 0.3
0.1 0.1 -0.4
0.3 0.0 -0.1
0.1 -0.1 0.4
-0.1 0.4 0.0
-0.3 -0.2 -0.2
0.2 0.3 0.2
-0.2 0.0 -0.1
0.1 0.2 -0.3
0.0 -0.2 -0.1
1.3 0.4 0.7
-0.2 1.0 -1.5
0.9 -0.6 0.7
-1.2 0.3 -1.8
-0.6 -0.9 1.1
2.0 0.1 1.4
-1.7 -0.6 -0.3
0.3 -0.5 1.1
-0.5 0.4 -1.1
-0.5 -1.5 1.9
1.1 1.1 -0.8

Charge: +1
2S+1: 3
HOMO level (spin up / spin down), eV: -10.3 / -10.3
Strongest force on any atom, eV/A: 4.44
Frontier orbital gap (spin up / spin down), eV: 7.8 / 3.4
LUMO energy (spin up / spin down), eV: -2.5 / -6.8